1.
This record from the OMol25 dataset describes the molecule C2H3BrO at a distorted geometry. The level of theory is wB97M-V/def2-TZVPD.

Each line ends with the Löwdin charge.
Atoms and positions in Å:
1 C -0.335 0.248 0.310  -0.264
2 C 0.917 -0.566 0.219  -0.540
3 O 0.790 1.042 0.762  -0.174
4 Br 1.306 -1.756 1.693  0.674
5 H -0.605 0.806 -0.552  0.098
6 H -0.991 -0.139 1.166  0.122
7 H 1.647 -0.666 -0.599  0.083

Calculated values
SMILES = Br[C@H]1CO1
Calculated total energy = -74209.9262 eV
Relative energy (zero: lowest compared OMol25 entry of this formula, charge and spin) = 239.9 kJ/mol
E_HOMO = -10.25 eV


2.
This record from the OMol25 dataset describes a cluster of 2 separate species, C2H3BrO in total at a distorted geometry. The level of theory is wB97M-V/def2-TZVPD.

Each line ends with the Löwdin charge.
Atoms and positions in Å:
1 C -0.471 0.259 -0.227  -0.024
2 C -0.252 -0.791 0.278  -0.009
3 O 2.433 -1.304 -0.009  -0.853
4 Br 2.796 0.322 -0.118  0.990
5 H -0.717 1.210 -0.503  0.001
6 H 1.774 0.910 0.766  -0.083
7 H 0.309 -1.564 0.560  -0.023

Calculated values
Calculated total energy = -74205.9490 eV
Relative energy (zero: lowest compared OMol25 entry of this formula, charge and spin) = 623.7 kJ/mol
E_HOMO = -9.36 eV


3.
This record from the OMol25 dataset describes the molecule C2H3BrO2 at a distorted geometry. The level of theory is wB97M-V/def2-TZVPD.

Each line ends with the Löwdin charge.
Atoms and positions in Å:
1 C -0.320 -1.032 0.075  0.038
2 C 0.521 -0.012 -0.094  -0.678
3 O 0.651 2.323 0.315  0.008
4 O 0.110 1.224 -0.407  -0.156
5 Br 2.536 -0.234 -0.034  0.620
6 H -0.121 -2.017 0.136  0.028
7 H -1.341 -0.924 0.099  0.052
8 H 1.318 2.459 -0.375  0.090

Calculated values
SMILES = C=C(Br)OO
Calculated total energy = -76255.7979 eV
Relative energy (zero: lowest compared OMol25 entry of this formula, charge and spin) = 432.2 kJ/mol
E_HOMO = -9.79 eV


4.
This record from the OMol25 dataset describes a structure of composition C2H3BrOS at a distorted geometry. The level of theory is wB97M-V/def2-TZVPD.

Each line ends with the Löwdin charge.
Atoms and positions in Å:
1 C -1.027 1.513 -0.830  -0.977
2 C 1.539 -1.130 0.588  -0.062
3 O 0.396 -0.850 0.271  -0.098
4 S -2.042 0.615 0.155  0.683
5 Br -2.009 2.121 -2.369  0.471
6 H 2.007 -0.654 1.466  0.094
7 H 2.179 -1.691 -0.058  0.075
8 H -1.044 0.077 0.777  -0.186

Calculated values
Calculated total energy = -85043.9431 eV
Relative energy (zero: lowest compared OMol25 entry of this formula, charge and spin) = 338.5 kJ/mol
E_HOMO = -8.60 eV


5.
This record from the OMol25 dataset describes a cluster of 2 separate species, C2H3Cl2N in total at a distorted geometry. The level of theory is wB97M-V/def2-TZVPD.

Each line ends with the Löwdin charge.
Atoms and positions in Å:
1 C -0.208 -1.222 0.226  -0.765
2 C -0.978 0.823 -0.245  -0.550
3 N 0.882 -1.370 0.746  0.052
4 Cl -1.504 -2.255 -0.177  0.603
5 Cl -2.595 0.888 0.267  0.553
6 H -0.827 0.824 -1.313  0.020
7 H -0.280 1.391 0.352  0.023
8 H 1.204 -2.298 1.014  0.064

Calculated values
Calculated total energy = -28654.9086 eV
Relative energy (zero: lowest compared OMol25 entry of this formula, charge and spin) = 195.6 kJ/mol
E_HOMO = -8.90 eV


6.
This record from the OMol25 dataset describes a structure of composition C2H3Cl2NO2 at a distorted geometry. The level of theory is wB97M-V/def2-TZVPD.

Each line ends with the Löwdin charge.
Atoms and positions in Å:
1 C -1.348 -0.834 0.573  -0.213
2 C 1.009 -0.107 -0.337  -1.303
3 N 0.277 0.519 -1.200  -0.099
4 O 0.108 1.843 -1.120  -0.048
5 O -1.310 0.017 1.394  -0.021
6 Cl 1.593 -1.662 -0.488  0.714
7 Cl 1.626 0.601 1.076  0.722
8 H -1.912 -0.670 -0.239  0.047
9 H -0.891 -1.860 0.788  0.095
10 H 0.848 2.153 -0.449  0.106

Calculated values
Calculated total energy = -32748.8372 eV
Relative energy (zero: lowest compared OMol25 entry of this formula, charge and spin) = 404.3 kJ/mol
E_HOMO = -9.95 eV


7.
This record from the OMol25 dataset describes a cluster of 2 separate species, C2H3Cl2NO2 in total at a distorted geometry. The level of theory is wB97M-V/def2-TZVPD.

Each line ends with the Löwdin charge.
Atoms and positions in Å:
1 C -0.003 -0.859 -0.970  0.061
2 C -1.054 -1.510 -0.526  -0.695
3 N -2.156 -0.813 0.169  -0.419
4 O -2.320 0.374 -0.156  0.033
5 O -2.696 -1.360 1.087  0.085
6 Cl -1.273 -3.194 -0.586  0.753
7 Cl -0.201 1.551 2.307  0.304
8 H 0.956 -1.239 -1.346  0.102
9 H -0.171 0.181 -0.893  0.061
10 H -1.013 0.711 1.751  -0.285

Calculated values
SMILES = C=C(Cl)[N+](=O)[O-].Cl
Calculated total energy = -32748.7740 eV
Relative energy (zero: lowest compared OMol25 entry of this formula, charge and spin) = 410.3 kJ/mol
E_HOMO = -10.90 eV


8.
This record from the OMol25 dataset describes the molecule C2H3Cl2NO2 at a distorted geometry. The level of theory is wB97M-V/def2-TZVPD.

Each line ends with the Löwdin charge.
Atoms and positions in Å:
1 C -0.409 0.349 1.023  -0.166
2 C -0.302 -0.109 -0.380  -1.159
3 H -1.475 0.669 1.295  0.116
4 H 0.137 1.207 1.150  0.042
5 H -0.287 -0.523 1.752  0.123
6 N 1.106 -0.369 -0.803  -0.446
7 O 1.981 0.193 -0.199  0.093
8 O 1.353 -1.278 -1.619  0.035
9 Cl -1.344 -1.434 -0.739  0.732
10 Cl -0.759 1.295 -1.479  0.629

Calculated values
SMILES = CC(Cl)(Cl)[N+](=O)[O-]
Calculated total energy = -32749.1515 eV
Relative energy (zero: lowest compared OMol25 entry of this formula, charge and spin) = 373.9 kJ/mol
E_HOMO = -11.29 eV


Question: calculated total energy of number 7 (C2H3Cl2NO2)?
Answer: -32748.7740 eV